Entry from the OMol25 dataset: C23H35N3O4S as an isolated structure in a non-equilibrium geometry (ωB97M-V with the def2-TZVPD basis set).

Geometry as XYZ:
```
66
C23H35N3O4S (ωB97M-V with the def2-TZVPD basis set)
O 2.366 0.815 1.736
C 1.606 0.359 0.914
N 1.775 -0.669 0.163
H 0.898 -1.139 -0.382
C 2.801 -1.799 0.169
C 3.379 -1.923 -0.996
C 4.861 -2.109 -0.775
C 5.395 -3.299 -0.496
H 6.452 -3.262 -0.377
C 4.857 -3.725 0.978
C 3.285 -3.880 0.917
C 2.251 -2.821 0.925
H 1.413 -3.422 0.511
H 2.223 -2.596 2.120
H 3.105 -4.808 1.566
H 3.111 -4.631 0.078
H 4.977 -3.012 1.736
H 5.345 -4.580 1.465
H 5.279 -4.008 -1.146
H 5.357 -1.818 -1.820
H 5.289 -1.175 -0.410
H 3.101 -0.862 -1.507
H 2.997 -2.590 -1.491
H 3.402 -1.010 1.133
C 0.108 1.181 0.528
C -0.929 0.225 0.893
C -2.264 0.566 0.989
C -2.405 2.287 0.944
C -1.425 2.906 0.940
C -0.011 2.376 0.771
N 1.018 3.360 0.409
C 2.163 2.855 -0.399
H 2.074 1.968 -0.760
C 2.444 3.834 -1.353
O 2.546 5.180 -0.765
C 1.452 5.795 -0.026
C 1.156 4.574 0.867
H 0.232 4.852 1.864
H 1.965 4.605 1.748
H 1.474 6.711 0.454
H 0.634 5.561 -0.595
H 3.273 3.840 -1.599
H 1.551 3.909 -2.041
H 3.005 2.647 0.429
H -1.597 4.072 0.712
H -3.281 2.465 1.054
S -3.612 -0.417 1.207
O -3.123 -1.820 1.060
O -4.396 0.132 2.245
N -4.737 0.283 -0.097
C -4.080 -0.193 -1.472
C -4.531 -1.623 -1.806
C -5.888 -1.704 -1.760
C -6.462 -1.407 -0.173
C -5.926 0.031 0.117
H -6.466 0.900 -0.488
H -6.296 0.339 0.954
H -7.697 -1.356 -0.135
H -6.069 -1.890 0.503
H -6.387 -1.132 -2.124
H -6.332 -2.862 -1.942
H -4.162 -1.943 -2.664
H -4.053 -2.338 -1.097
H -4.615 0.426 -2.085
H -2.994 -0.290 -1.342
H -0.884 -0.944 1.026
```

Its HOMO energy is -0.2978 hartree. As for the frontier orbital gap: 8.107 eV.



Entry from the OMol25 dataset: an isolated ion of composition C4H8N2 and charge +2 in a non-equilibrium geometry (ωB97M-V with the def2-TZVPD basis set).

Geometry as XYZ:
```
14
C4H8N2 (ωB97M-V with the def2-TZVPD basis set)
C 2.092 -2.419 -1.717
C 1.205 -1.163 -0.951
N 0.483 -0.416 -0.298
C -0.092 0.318 0.701
N -1.044 1.071 0.399
C -1.617 1.918 1.407
H 1.890 -2.086 -2.693
H 3.188 -2.200 -1.651
H 1.627 -3.448 -1.410
H 0.355 0.240 1.743
H -1.215 1.252 -0.581
H -1.201 1.639 2.449
H -2.625 1.548 1.401
H -1.638 2.997 1.067
```

Its HOMO energy is -0.7908 hartree. Its SMILES is CC#[N+]/C=[NH+]/C. As for the net charge: +2. As for the frontier orbital gap: 10.354 eV.



Entry from the OMol25 dataset: C3H4O3Zn as an isolated structure in a non-equilibrium geometry (ωB97M-V with the def2-TZVPD basis set).

Geometry as XYZ:
```
11
C3H4O3Zn (ωB97M-V with the def2-TZVPD basis set)
O 1.685 0.563 0.326
C 0.535 0.882 0.831
O 0.217 2.025 1.189
C -1.130 -1.167 -1.679
C -1.774 -0.344 -0.746
O -0.349 -0.124 0.836
Zn 1.165 -1.322 0.090
H -1.500 -2.191 -1.798
H -0.704 -0.695 -2.573
H -2.560 -0.783 -0.126
H -1.876 0.729 -0.942
```

As for the multiplicity: 2. Its HOMO energy (spin up / spin down) is -0.1158 / -0.1578 hartree. As for the net charge: -1. As for the frontier orbital gap (spin up / spin down): 6.419 / 7.049 eV.



Entry from the OMol25 dataset: C30H46BMgN9O2S5 as an isolated structure in a non-equilibrium geometry (ωB97M-V with the def2-TZVPD basis set).

Geometry as XYZ:
```
94
C30H46BMgN9O2S5 (ωB97M-V with the def2-TZVPD basis set)
Mg -1.325 0.109 0.135
C -3.483 -3.319 -2.967
C -2.180 -3.597 -3.732
C -1.896 -2.643 -4.861
C -2.294 -4.989 -4.362
N -1.000 -3.577 -2.790
C -0.397 -4.722 -2.293
C 0.491 -4.370 -1.366
N 0.476 -2.969 -1.258
B 1.668 -2.317 -0.512
N 1.545 -2.060 1.024
C 2.698 -2.088 1.817
C 2.326 -2.070 3.099
N 0.938 -2.040 3.135
C 0.471 -2.046 1.838
S -1.152 -2.024 1.351
C 0.180 -2.072 4.400
C 1.165 -2.122 5.584
C -0.696 -0.858 4.535
C -0.661 -3.361 4.453
N 2.188 -1.028 -1.178
C 3.055 -1.159 -2.295
C 3.306 0.065 -2.754
N 2.626 0.972 -1.906
C 1.971 0.280 -0.956
S 1.045 0.990 0.344
C 2.632 2.425 -2.151
C 3.540 2.775 -3.365
C 1.200 2.824 -2.484
C 3.203 3.113 -0.956
C -0.502 -2.525 -2.072
S -0.940 -0.907 -2.322
H -4.265 -3.132 -3.667
H -3.352 -2.326 -2.525
H -3.738 -4.043 -2.235
H -2.790 -2.600 -5.539
H -1.009 -2.911 -5.375
H -1.846 -1.629 -4.407
H -2.870 -4.796 -5.259
H -2.758 -5.669 -3.678
H -1.345 -5.377 -4.723
H -0.630 -5.736 -2.552
H 1.142 -4.941 -0.796
H 2.487 -3.173 -0.638
H 3.721 -2.119 1.437
H 2.923 -2.253 3.990
H 1.843 -1.288 5.589
H 1.740 -3.050 5.664
H 0.569 -2.047 6.500
H -0.119 -0.018 4.181
H -1.040 -0.630 5.558
H -1.673 -0.800 3.991
H -0.124 -4.276 4.383
H -1.363 -3.402 3.630
H -1.220 -3.375 5.375
H 3.341 -2.141 -2.633
H 3.927 0.399 -3.558
H 3.179 2.426 -4.242
H 4.606 2.539 -3.108
H 3.360 3.854 -3.358
H 0.859 2.114 -3.228
H 1.065 3.774 -2.869
H 0.591 2.721 -1.549
H 4.105 2.587 -0.626
H 2.506 3.041 -0.128
H 3.404 4.139 -1.165
N -3.480 -0.279 0.219
C -4.177 1.009 -0.081
C -3.516 1.591 -1.309
N -2.089 1.805 -1.101
H -3.781 -0.973 -0.459
H -3.716 -0.647 1.146
H -4.032 1.653 0.831
H -5.243 0.816 -0.360
H -4.027 2.512 -1.649
H -3.650 0.917 -2.147
H -1.930 2.654 -0.571
H -1.649 1.909 -1.998
O -1.612 6.361 0.557
S -0.688 5.269 0.508
O 0.233 5.097 -0.579
N -1.444 3.800 0.755
C -1.035 3.246 1.887
S -1.515 1.679 2.452
C 0.000 4.095 2.600
C 0.620 3.783 3.807
C 1.601 4.683 4.281
C 1.879 5.914 3.638
C 1.208 6.217 2.473
C 0.309 5.299 1.992
H 0.322 2.845 4.269
H 2.049 4.448 5.192
H 2.577 6.575 4.148
H 1.360 7.175 1.924
```

Its HOMO energy is -0.2828 hartree. As for the frontier orbital gap: 8.057 eV.



Entry from the OMol25 dataset: C15H9N2NiO8 as an isolated structure in a non-equilibrium geometry (ωB97M-V with the def2-TZVPD basis set).

Geometry as XYZ:
```
35
C15H9N2NiO8 (ωB97M-V with the def2-TZVPD basis set)
Ni -0.003 0.109 0.076
O -0.627 -1.508 -1.023
C -0.067 -2.593 -1.158
C 0.914 -3.154 -0.274
C 1.331 -4.469 -0.461
C 2.243 -5.036 0.394
C 2.786 -4.286 1.459
C 2.411 -2.993 1.652
C 1.450 -2.357 0.798
O 1.129 -1.154 1.001
N 2.650 -6.406 0.199
O 3.461 -6.881 0.979
O 2.171 -7.030 -0.736
H -0.344 -3.212 -2.026
H 0.929 -5.061 -1.275
H 3.507 -4.757 2.112
H 2.819 -2.394 2.455
O 1.083 3.325 2.594
C 0.813 2.433 1.847
N 0.560 1.553 1.104
O -1.530 3.734 -3.933
C -2.610 3.482 -3.180
C -3.801 4.148 -3.479
C -4.935 3.917 -2.726
C -4.913 3.022 -1.660
C -3.735 2.360 -1.361
C -2.580 2.573 -2.107
C -1.311 1.839 -1.772
O -0.277 2.070 -2.421
O -1.394 1.005 -0.814
H -0.803 3.165 -3.542
H -3.809 4.844 -4.309
H -5.851 4.442 -2.969
H -5.803 2.847 -1.071
H -3.680 1.660 -0.539
```

Its HOMO energy (spin up / spin down) is -0.2176 / -0.2176 hartree. As for the net charge: -1. As for the frontier orbital gap (spin up / spin down): 7.630 / 7.608 eV.



Entry from the OMol25 dataset: C27H38AsBN12OS5W as an isolated structure in a non-equilibrium geometry (ωB97M-V with the def2-TZVPD basis set).

Geometry as XYZ:
```
86
C27H38AsBN12OS5W (ωB97M-V with the def2-TZVPD basis set)
W -0.430 0.411 0.000
C -3.772 1.455 -1.577
C -3.765 0.660 -0.318
C -4.878 0.404 0.486
C -4.419 -0.405 1.497
N -3.113 -0.628 1.307
N -2.686 0.047 0.201
B -2.123 -1.568 2.014
N -1.129 -0.673 2.780
C -0.976 -0.563 4.105
C -0.153 0.510 4.359
C 0.165 1.048 3.112
C 1.022 2.235 2.858
N -0.447 0.323 2.155
N -1.411 -2.339 0.861
C -1.613 -3.623 0.559
C -0.916 -3.917 -0.591
C -0.298 -2.729 -0.969
C 0.630 -2.576 -2.122
N -0.624 -1.760 -0.084
N -2.680 -2.609 2.949
C -3.916 -3.079 3.261
C -3.762 -4.152 4.095
C -2.364 -4.296 4.251
C -1.627 -5.325 5.042
N -1.726 -3.371 3.557
H -4.589 1.111 -2.213
H -3.941 2.510 -1.362
H -2.837 1.349 -2.111
H -5.880 0.765 0.334
H -4.939 -0.816 2.342
H -1.442 -1.255 4.782
H 0.184 0.876 5.313
H 1.620 2.452 3.742
H 1.688 2.076 2.015
H 0.407 3.110 2.644
H -2.215 -4.267 1.177
H -0.852 -4.866 -1.094
H 0.820 -3.560 -2.547
H 0.208 -1.948 -2.901
H 1.584 -2.151 -1.807
H -4.819 -2.648 2.867
H -4.540 -4.749 4.540
H -2.323 -5.928 5.621
H -1.066 -5.982 4.377
H -0.919 -4.853 5.722
S 1.329 5.969 1.359
As 1.040 5.383 -0.641
S -1.377 2.704 0.224
S 0.527 2.671 -0.412
S 3.103 5.274 -1.063
C 2.552 0.307 -3.287
N 1.833 1.548 -3.528
C 2.664 2.695 -3.873
C 0.495 1.613 -3.520
S -0.514 0.541 -2.621
N -0.106 2.516 -4.303
C 0.392 2.823 -5.641
C -1.452 2.994 -4.020
H 2.663 -0.257 -4.217
H 2.017 -0.308 -2.574
H 3.545 0.527 -2.899
H 3.441 2.798 -3.115
H 2.077 3.608 -3.866
H 3.147 2.575 -4.846
H 1.158 2.110 -5.935
H 0.789 3.837 -5.708
H -0.436 2.734 -6.344
H -1.603 3.057 -2.945
H -2.215 2.341 -4.451
H -1.560 3.990 -4.448
N 5.264 2.179 -0.268
C 5.291 0.836 -0.248
O 6.201 0.160 -0.685
C 4.081 0.155 0.340
C 4.262 -0.947 1.164
C 3.139 -1.617 1.606
C 1.893 -1.197 1.190
N 1.691 -0.153 0.362
C 2.796 0.519 -0.025
H 6.047 2.666 -0.675
H 4.542 2.752 0.140
H 5.262 -1.265 1.430
H 3.216 -2.470 2.264
H 1.019 -1.734 1.531
H 2.648 1.362 -0.682
```

As for the multiplicity: 4. Its HOMO energy (spin up / spin down) is -0.3633 / -0.3687 hartree. As for the net charge: +1. As for the frontier orbital gap (spin up / spin down): 6.242 / 5.497 eV.



E_tot (computed, eV): -47888.177; -7236.008; -57735.891; -109667.637; -76106.131; -166061.433